Record 1
{"formula": "C28H46BN8OS3Si4Ti", "method": "the ωB97M-V functional and the def2-TZVPD basis", "total_charge": -1, "homo_ev": -4.75, "energy_ev": -131568.628, "homo_lumo_gap_ev": 6.96, "elements": ["Ti", "C", "N", "C", "C", "N", "B", "N", "C", "C", "N", "C", "C", "S", "C", "S", "H", "H", "H", "H", "H", "H", "H", "H", "H", "H", "H", "H", "N", "C", "O", "C", "C", "N", "C", "N", "H", "H", "S", "C", "N", "C", "C", "C", "C", "C", "C", "H", "H", "H", "H", "H", "C", "Si", "C", "C", "Si", "Si", "C", "C", "C", "Si", "C", "C", "C", "H", "H", "H", "H", "H", "H", "H", "H", "H", "H", "H", "H", "H", "H", "H", "H", "H", "H", "H", "H", "H", "H", "H", "H", "H", "H", "H"], "positions_angstrom": [[-0.382, 0.545, -0.208], [-1.489, 5.206, -0.236], [-0.094, 5.038, 0.126], [0.627, 5.877, 0.949], [1.866, 5.348, 1.043], [1.909, 4.200, 0.284], [3.174, 3.285, 0.144], [3.201, 2.321, 1.381], [3.796, 2.666, 2.574], [3.690, 1.623, 3.424], [3.009, 0.638, 2.747], [2.768, -0.703, 3.244], [2.718, 1.076, 1.499], [2.012, 0.027, 0.313], [0.700, 4.008, -0.266], [0.196, 2.803, -1.370], [-2.126, 4.606, 0.414], [-1.639, 4.877, -1.261], [-1.749, 6.258, -0.138], [0.197, 6.766, 1.374], [2.734, 5.702, 1.569], [4.139, 4.007, 0.254], [3.129, 2.659, -0.872], [4.255, 3.628, 2.708], [4.010, 1.494, 4.442], [2.782, -0.672, 4.332], [3.536, -1.386, 2.880], [1.796, -1.044, 2.900], [-3.325, 2.071, -0.090], [-2.962, 1.618, -1.305], [-1.951, 0.820, -1.381], [-3.706, 2.015, -2.428], [-4.746, 2.953, -2.228], [-5.565, 3.727, -1.970], [-3.479, 1.511, -3.730], [-3.350, 1.136, -4.813], [-2.658, 1.971, 0.673], [-4.109, 2.695, -0.012], [-0.896, -0.970, 2.893], [-1.495, -0.071, 1.437], [-1.085, 1.277, 1.508], [-0.487, 1.606, 2.718], [-0.030, 2.866, 3.080], [0.552, 3.050, 4.330], [0.675, 1.990, 5.218], [0.233, 0.719, 4.856], [-0.343, 0.532, 3.612], [-2.556, -0.256, 1.265], [-0.128, 3.691, 2.387], [0.911, 4.033, 4.610], [1.116, 2.147, 6.194], [0.334, -0.114, 5.542], [-3.784, -1.740, -1.520], [-2.374, -2.935, -1.172], [-2.484, -4.270, -2.505], [-2.773, -3.757, 0.486], [-0.254, -1.937, -1.041], [1.105, -3.649, -0.167], [0.609, -5.344, -0.851], [2.922, -3.429, -0.624], [1.033, -3.856, 1.706], [0.530, -1.777, -3.257], [2.097, -0.730, -3.339], [-0.748, -0.950, -4.348], [0.954, -3.443, -4.045], [-4.722, -2.297, -1.606], [-3.626, -1.192, -2.451], [-3.897, -1.010, -0.716], [-3.467, -4.751, -2.470], [-1.723, -5.040, -2.381], [-2.364, -3.832, -3.499], [-3.786, -4.171, 0.474], [-2.716, -3.035, 1.306], [-2.080, -4.569, 0.712], [0.619, -5.371, -1.941], [-0.390, -5.630, -0.517], [1.311, -6.100, -0.486], [3.061, -3.406, -1.707], [3.510, -4.264, -0.228], [3.321, -2.498, -0.219], [0.008, -3.995, 2.056], [1.435, -2.984, 2.221], [1.616, -4.735, 2.000], [1.912, 0.293, -3.002], [2.464, -0.684, -4.369], [2.894, -1.134, -2.710], [-0.968, 0.061, -4.005], [-1.700, -1.485, -4.363], [-0.390, -0.879, -5.379], [1.772, -3.947, -3.526], [1.265, -3.282, -5.082], [0.093, -4.115, -4.053]]}

Record 2
{"formula": "C28H46BrN3P2ReS", "method": "the ωB97M-V functional and the def2-TZVPD basis", "s2": 3.830, "total_charge": 4, "homo_ev": [-19.39, -19.41], "energy_ev": -135794.758, "multiplicity": 4, "homo_lumo_gap_ev": [5.67, 4.15], "elements": ["N", "C", "C", "C", "C", "C", "C", "Re", "P", "C", "C", "C", "C", "C", "C", "C", "Br", "H", "H", "H", "H", "H", "H", "H", "H", "H", "H", "P", "C", "C", "H", "H", "H", "H", "H", "C", "C", "H", "H", "H", "H", "H", "C", "C", "H", "H", "H", "H", "H", "C", "C", "H", "H", "H", "H", "H", "C", "C", "H", "H", "H", "H", "H", "C", "C", "H", "H", "H", "H", "H", "S", "C", "N", "C", "C", "N", "H", "H", "H", "H", "H", "H"], "positions_angstrom": [[-4.955, -0.732, 3.111], [-3.980, 0.002, 3.648], [-2.997, 0.612, 2.860], [-3.003, 0.405, 1.470], [-4.108, -0.272, 0.918], [-5.052, -0.840, 1.791], [-1.954, 1.036, 0.620], [-0.085, 0.282, -0.445], [2.040, 0.522, -1.498], [-2.114, 0.986, -0.833], [-1.818, 2.177, -1.625], [-1.980, 2.099, -3.034], [-1.057, 2.767, -3.818], [-0.091, 3.532, -3.160], [-0.175, 3.914, -1.827], [-1.131, 3.266, -1.043], [1.402, 4.204, -4.243], [-1.518, 1.917, 1.107], [-2.776, 0.254, -1.299], [-2.300, 1.322, 3.312], [-4.279, -0.328, -0.155], [-3.971, 0.118, 4.738], [-5.902, -1.391, 1.380], [-2.752, 1.451, -3.448], [-1.304, 3.543, -0.002], [-1.044, 2.673, -4.902], [0.497, 4.668, -1.425], [-0.438, -1.901, -0.706], [2.689, 2.055, -0.699], [3.408, 3.012, -1.642], [3.349, 1.739, 0.123], [1.836, 2.567, -0.226], [3.662, 3.942, -1.116], [4.340, 2.604, -2.053], [2.755, 3.300, -2.479], [1.777, 0.751, -3.294], [2.980, 0.765, -4.240], [1.249, 1.705, -3.392], [1.055, -0.019, -3.609], [2.638, 1.047, -5.244], [3.734, 1.507, -3.953], [3.449, -0.222, -4.316], [3.472, -0.637, -1.425], [4.856, -0.017, -1.616], [3.285, -1.409, -2.187], [3.420, -1.140, -0.450], [5.620, -0.801, -1.553], [4.972, 0.455, -2.597], [5.081, 0.723, -0.841], [0.533, -3.214, 0.202], [2.007, -3.347, -0.150], [0.011, -4.164, 0.002], [0.428, -3.011, 1.280], [2.343, -4.376, 0.046], [2.224, -3.142, -1.205], [2.629, -2.696, 0.475], [-0.254, -2.466, -2.464], [-1.234, -1.813, -3.442], [-0.385, -3.559, -2.452], [0.788, -2.266, -2.762], [-1.002, -2.145, -4.464], [-2.275, -2.098, -3.234], [-1.172, -0.715, -3.422], [-2.113, -2.584, -0.293], [-2.309, -2.899, 1.192], [-2.250, -3.489, -0.905], [-2.863, -1.859, -0.637], [-3.350, -3.193, 1.380], [-1.673, -3.723, 1.542], [-2.103, -2.010, 1.810], [1.084, -0.181, 1.436], [0.381, -0.049, 3.033], [0.734, 0.913, 3.880], [0.188, 0.691, 5.203], [-0.643, -0.566, 5.028], [-0.418, -0.928, 3.643], [1.379, 1.644, 3.614], [-0.418, 1.549, 5.508], [0.999, 0.538, 5.924], [-1.708, -0.380, 5.205], [-0.298, -1.370, 5.686], [-0.794, -1.752, 3.191]]}

Record 3
{"formula": "C28H46F3IN7O2", "method": "the ωB97M-V functional and the def2-TZVPD basis", "total_charge": -1, "homo_ev": -4.68, "energy_ev": -60559.035, "homo_lumo_gap_ev": 6.56, "elements": ["C", "C", "C", "N", "N", "C", "C", "C", "F", "F", "F", "C", "I", "C", "O", "O", "H", "H", "H", "H", "H", "H", "H", "H", "H", "H", "H", "C", "C", "C", "C", "N", "H", "H", "H", "H", "H", "H", "H", "C", "C", "C", "C", "N", "H", "H", "H", "H", "H", "H", "H", "C", "C", "C", "C", "N", "H", "H", "H", "H", "H", "H", "H", "C", "C", "C", "C", "N", "H", "H", "H", "H", "H", "H", "H", "C", "C", "C", "C", "N", "H", "H", "H", "H", "H", "H", "H"], "positions_angstrom": [[-1.217, -0.461, -1.207], [-0.054, -1.434, -1.490], [0.406, -1.485, -2.897], [0.474, -2.133, -0.539], [1.594, -1.538, 0.117], [1.460, -1.353, 1.543], [1.476, 0.156, 1.938], [2.685, 0.626, 2.730], [3.647, -0.261, 2.884], [3.168, 1.772, 2.255], [2.283, 0.943, 4.018], [2.866, -1.863, -0.421], [3.992, -3.480, 0.570], [3.727, -0.602, -0.693], [4.243, 0.025, 0.256], [3.823, -0.308, -1.896], [-1.076, -0.117, -0.184], [-1.104, 0.359, -1.908], [-2.138, -1.019, -1.366], [0.888, -2.429, -3.140], [-0.409, -1.342, -3.609], [1.139, -0.687, -3.086], [0.459, -1.695, 1.798], [2.135, -1.936, 2.172], [0.610, 0.350, 2.573], [1.311, 0.744, 1.042], [2.686, -2.269, -1.405], [3.704, 4.121, 6.751], [2.404, 3.327, 6.702], [1.154, 4.213, 6.768], [1.117, 4.979, 8.021], [1.093, 5.579, 9.002], [3.804, 4.668, 7.693], [4.550, 3.456, 6.674], [3.760, 4.836, 5.931], [2.387, 2.612, 7.528], [2.373, 2.749, 5.777], [0.253, 3.602, 6.712], [1.140, 4.912, 5.931], [8.728, 1.142, 4.492], [7.468, 0.490, 5.050], [6.182, 1.053, 4.435], [6.069, 2.490, 4.712], [5.973, 3.615, 4.933], [8.758, 2.210, 4.717], [9.618, 0.691, 4.933], [8.786, 1.018, 3.410], [7.446, 0.623, 6.134], [7.505, -0.584, 4.859], [5.311, 0.548, 4.851], [6.173, 0.901, 3.355], [-3.862, -5.920, -0.309], [-2.769, -5.166, 0.441], [-2.857, -3.648, 0.261], [-2.713, -3.285, -1.150], [-2.590, -2.998, -2.252], [-3.786, -5.763, -1.386], [-3.778, -6.992, -0.129], [-4.855, -5.599, 0.015], [-1.793, -5.516, 0.102], [-2.840, -5.397, 1.506], [-2.063, -3.152, 0.823], [-3.816, -3.273, 0.623], [-4.462, 3.210, -4.804], [-5.158, 2.182, -3.921], [-4.217, 1.536, -2.898], [-3.130, 0.832, -3.586], [-2.293, 0.290, -4.153], [-3.671, 2.754, -5.401], [-5.176, 3.658, -5.495], [-4.021, 4.010, -4.205], [-5.592, 1.411, -4.550], [-5.981, 2.665, -3.390], [-4.760, 0.818, -2.283], [-3.787, 2.288, -2.235], [-4.176, -0.685, -8.232], [-5.050, -1.589, -7.371], [-6.534, -1.201, -7.411], [-6.721, 0.166, -6.911], [-6.858, 1.230, -6.496], [-4.202, 0.348, -7.881], [-3.139, -1.014, -8.196], [-4.502, -0.701, -9.275], [-4.691, -1.557, -6.341], [-4.949, -2.620, -7.714], [-7.120, -1.880, -6.792], [-6.920, -1.256, -8.430]]}

Record 4
{"formula": "C28H46N5O5S2", "method": "the ωB97M-V functional and the def2-TZVPD basis", "total_charge": -1, "homo_ev": -5.76, "energy_ev": -69141.830, "homo_lumo_gap_ev": 7.47, "elements": ["C", "C", "C", "C", "O", "S", "O", "O", "N", "S", "O", "O", "C", "C", "C", "C", "C", "C", "C", "C", "H", "H", "H", "H", "H", "H", "H", "H", "H", "H", "H", "H", "H", "H", "H", "H", "H", "H", "C", "C", "C", "C", "N", "H", "H", "H", "H", "H", "H", "H", "C", "C", "C", "C", "N", "H", "H", "H", "H", "H", "H", "H", "C", "C", "C", "C", "N", "H", "H", "H", "H", "H", "H", "H", "C", "C", "C", "C", "N", "H", "H", "H", "H", "H", "H", "H"], "positions_angstrom": [[0.758, 1.709, -6.388], [-0.411, 0.953, -7.001], [-1.397, 0.443, -5.934], [-1.422, -1.066, -5.977], [-2.364, -1.738, -5.129], [-2.252, -1.648, -3.535], [-0.863, -1.445, -3.210], [-2.886, -2.862, -3.112], [-3.165, -0.363, -3.284], [-3.405, 0.111, -1.782], [-4.796, 0.486, -1.648], [-2.849, -0.759, -0.772], [-2.612, 1.715, -1.664], [-1.108, 1.887, -1.612], [-0.265, 0.911, -1.078], [1.099, 1.101, -1.031], [1.653, 2.284, -1.495], [0.822, 3.273, -1.986], [-0.553, 3.096, -2.045], [-1.371, 4.265, -2.537], [1.252, 1.099, -5.631], [1.493, 2.013, -7.131], [0.385, 2.586, -5.867], [-0.948, 1.618, -7.677], [-0.033, 0.111, -7.582], [-2.406, 0.821, -6.100], [-1.103, 0.788, -4.942], [-1.726, -1.375, -6.978], [-0.426, -1.475, -5.795], [-3.087, 2.180, -0.799], [-2.995, 2.219, -2.548], [-0.682, -0.013, -0.723], [1.723, 0.310, -0.637], [2.725, 2.428, -1.468], [1.246, 4.210, -2.326], [-1.181, 5.129, -1.898], [-1.066, 4.549, -3.541], [-2.441, 4.092, -2.520], [-2.063, -2.507, 1.807], [-0.955, -2.905, 2.774], [-1.001, -2.149, 4.107], [-0.780, -0.710, 3.964], [-0.561, 0.414, 3.888], [-1.996, -1.459, 1.516], [-2.009, -3.091, 0.890], [-3.047, -2.670, 2.252], [0.018, -2.748, 2.303], [-1.026, -3.970, 3.005], [-0.230, -2.526, 4.777], [-1.961, -2.312, 4.599], [-5.501, -0.588, -5.854], [-6.191, 0.307, -6.873], [-5.974, -0.161, -8.316], [-4.566, -0.112, -8.713], [-3.465, -0.066, -9.032], [-4.420, -0.595, -5.987], [-5.689, -0.242, -4.839], [-5.857, -1.618, -5.931], [-5.835, 1.334, -6.772], [-7.267, 0.327, -6.686], [-6.538, 0.459, -9.015], [-6.328, -1.187, -8.436], [4.133, -2.449, 7.701], [3.584, -2.216, 6.300], [2.088, -1.886, 6.294], [1.275, -2.995, 6.797], [0.651, -3.872, 7.194], [3.661, -3.309, 8.179], [5.207, -2.641, 7.663], [3.964, -1.573, 8.325], [3.766, -3.089, 5.670], [4.105, -1.377, 5.835], [1.758, -1.648, 5.282], [1.890, -1.006, 6.908], [7.886, 1.010, 9.739], [7.610, 0.766, 8.261], [6.387, 1.536, 7.752], [5.157, 1.114, 8.419], [4.191, 0.783, 8.942], [7.052, 0.675, 10.357], [8.776, 0.469, 10.060], [8.048, 2.071, 9.938], [7.464, -0.301, 8.081], [8.471, 1.073, 7.666], [6.259, 1.387, 6.679], [6.516, 2.607, 7.912]]}

Record 5
{"formula": "C28H47AsCrN3SeSi2", "method": "the ωB97M-V functional and the def2-TZVPD basis", "s2": 6.027, "total_charge": -1, "homo_ev": [-4.04, -4.23], "energy_ev": -204636.771, "multiplicity": 5, "homo_lumo_gap_ev": [6.56, 6.75], "elements": ["Cr", "C", "C", "C", "C", "C", "C", "C", "C", "C", "C", "C", "C", "N", "C", "C", "C", "C", "C", "N", "C", "C", "C", "C", "H", "H", "H", "H", "H", "H", "H", "H", "H", "H", "H", "H", "H", "H", "H", "H", "H", "H", "H", "H", "H", "H", "H", "H", "H", "H", "H", "H", "H", "Se", "C", "N", "C", "Si", "C", "C", "As", "Si", "C", "C", "C", "H", "H", "H", "H", "H", "H", "H", "H", "H", "H", "H", "H", "H", "H", "H", "H", "H", "H"], "positions_angstrom": [[0.750, 0.798, -0.458], [3.535, -2.336, -0.978], [2.402, -1.649, -1.726], [2.847, -1.135, -3.098], [1.156, -2.514, -1.881], [1.256, -3.881, -2.094], [0.122, -4.663, -2.281], [-1.129, -4.076, -2.234], [-1.279, -2.706, -2.026], [-2.686, -2.131, -1.882], [-3.501, -2.273, -3.171], [-3.431, -2.779, -0.708], [-0.120, -1.931, -1.884], [-0.215, -0.508, -1.740], [-0.796, 0.123, -2.702], [-0.925, 1.522, -2.672], [-1.597, 2.386, -3.534], [-1.454, 3.646, -2.973], [-0.681, 3.494, -1.793], [-0.351, 2.209, -1.609], [-0.289, 4.626, -0.871], [-1.432, 5.651, -0.829], [-0.044, 4.119, 0.553], [0.975, 5.320, -1.410], [4.384, -1.659, -0.898], [3.873, -3.235, -1.506], [3.223, -2.623, 0.031], [2.118, -0.801, -1.123], [3.095, -1.986, -3.743], [3.727, -0.497, -3.008], [2.050, -0.565, -3.583], [2.236, -4.347, -2.106], [0.217, -5.731, -2.444], [-2.016, -4.697, -2.344], [-2.605, -1.076, -1.653], [-3.653, -3.329, -3.418], [-3.000, -1.804, -4.024], [-4.487, -1.807, -3.059], [-3.596, -3.851, -0.885], [-4.410, -2.305, -0.573], [-2.869, -2.674, 0.224], [-1.178, -0.436, -3.554], [-2.128, 2.111, -4.438], [-1.864, 4.574, -3.352], [-2.375, 5.183, -0.527], [-1.583, 6.130, -1.803], [-1.188, 6.436, -0.105], [-0.925, 3.604, 0.947], [0.194, 4.958, 1.212], [0.794, 3.425, 0.608], [0.763, 5.800, -2.372], [1.787, 4.606, -1.554], [1.315, 6.088, -0.704], [2.975, 2.196, -0.346], [4.423, 1.278, -0.976], [5.368, 0.754, -1.400], [0.848, 2.982, 3.587], [0.150, 1.235, 3.621], [-1.709, 1.411, 3.722], [0.708, 0.544, 5.277], [1.012, -0.044, 1.919], [0.312, -2.114, 2.731], [-1.326, -2.182, 3.648], [0.190, -3.464, 1.460], [1.627, -2.700, 3.938], [1.181, 3.248, 4.601], [0.089, 3.711, 3.271], [1.710, 3.070, 2.913], [-1.966, 2.011, 4.611], [-2.199, 0.430, 3.807], [-2.112, 1.914, 2.830], [0.279, 1.156, 6.087], [1.805, 0.591, 5.344], [0.411, -0.500, 5.441], [-2.165, -1.937, 2.979], [-1.365, -1.491, 4.499], [-1.473, -3.205, 4.028], [-0.399, -3.164, 0.594], [-0.289, -4.345, 1.917], [1.183, -3.760, 1.097], [1.589, -2.119, 4.872], [2.618, -2.541, 3.495], [1.514, -3.770, 4.186]]}